The following is a quantum chemistry calculation of a molecular structure, C2H3ClS2 in a non-equilibrium geometry, from OMol25.

* orbital gap (alpha / beta): 0.2854 / 0.2854 Eh
* 2S+1: 1
* LUMO level (alpha / beta): -0.84 / -0.84 eV
* F_max: 4.270 eV Å⁻¹

```
8
C2H3ClS2 the ωB97M-V functional and the def2-TZVPD basis
C -3.387 0.090 -0.064
C -0.139 -0.210 -0.016
S -4.735 -0.716 -0.032
S -1.495 -1.437 0.059
Cl -2.759 1.581 0.040
H 0.692 -0.430 0.669
H -0.622 0.730 0.298
H 0.253 -0.249 -1.132
```

Löwdin population analysis, charges in e, atoms 1 to 5:
1 C -1.408
2 C -0.547
3 S 0.680
4 S 0.532
5 Cl 0.723


The following is a quantum chemistry calculation of 2 unconnected molecules or ions with the total composition C2H3ClSi in a non-equilibrium geometry, from OMol25.

* orbital gap: 0.3085 Eh
* 2S+1: 1
* LUMO level: -0.46 eV
* F_max: 3.953 eV Å⁻¹

```
7
C2H3ClSi the ωB97M-V functional and the def2-TZVPD basis
C 0.536 0.306 0.613
C 0.769 0.162 -0.681
Si -1.002 -0.346 -0.094
Cl 1.922 0.548 -1.773
H 1.229 0.629 2.323
H -1.460 -1.812 0.240
H -1.994 0.515 -0.628
```

Löwdin population analysis, charges in e, atoms 1 to 5:
1 C -0.372
2 C -1.000
3 Si 0.649
4 Cl 0.672
5 H 0.186


The following is a quantum chemistry calculation of 2 unconnected molecules or ions with the total composition C2H3ClSi in a non-equilibrium geometry, from OMol25.

* orbital gap: 0.2914 Eh
* 2S+1: 1
* LUMO level: -1.11 eV
* F_max: 2.359 eV Å⁻¹

```
7
C2H3ClSi the ωB97M-V functional and the def2-TZVPD basis
C 1.874 0.742 -0.376
C 0.862 1.407 -0.530
Si -2.075 -1.840 0.270
Cl -0.366 2.510 -0.506
H 2.280 -0.221 -0.515
H -1.402 -0.495 0.116
H -1.173 -2.103 1.540
```

Löwdin population analysis, charges in e, atoms 1 to 5:
1 C 0.020
2 C -0.735
3 Si 0.554
4 Cl 0.669
5 H 0.017


The following is a quantum chemistry calculation of a molecular structure, C2H3CrO in a non-equilibrium geometry, from OMol25.

* orbital gap (alpha / beta): 0.2615 / 0.3264 Eh
* 2S+1: 5
* net charge: +1
* LUMO level (alpha / beta): -7.21 / -7.26 eV
* F_max: 3.477 eV Å⁻¹

```
7
C2H3CrO the ωB97M-V functional and the def2-TZVPD basis
C -0.188 0.868 -0.321
C -0.449 -0.479 0.051
O 1.585 -0.937 0.498
Cr 1.829 0.846 -0.072
H -1.026 1.571 -0.203
H -1.205 -0.676 0.835
H -0.547 -1.192 -0.788
```

Löwdin population analysis, charges in e, atoms 1 to 5:
1 C -0.016
2 C -0.032
3 O -0.371
4 Cr 1.079
5 H 0.082


The following is a quantum chemistry calculation of a molecular structure, C2H3EuO2 in a non-equilibrium geometry, from OMol25.

* orbital gap (alpha / beta): 0.2252 / 0.2686 Eh
* 2S+1: 8
* net charge: +3
* LUMO level (alpha / beta): -19.61 / -19.52 eV
* F_max: 9.300 eV Å⁻¹

```
8
C2H3EuO2 the ωB97M-V functional and the def2-TZVPD basis
H -1.438 -0.168 0.771
C 0.360 -1.177 0.183
O 1.457 -1.662 0.323
O 0.230 0.053 -0.237
C -1.091 0.653 -0.014
H -0.898 1.697 0.233
H -1.667 0.452 -0.919
Eu 3.048 0.152 -0.341
```

Löwdin population analysis, charges in e, atoms 1 to 5:
1 H 0.182
2 C 0.119
3 O 0.196
4 O -0.019
5 C 0.152


The following is a quantum chemistry calculation of C2H3F2IO in the gas phase in a non-equilibrium geometry, from OMol25.

* orbital gap: 0.3681 Eh
* 2S+1: 1
* LUMO level: 0.16 eV
* F_max: 3.523 eV Å⁻¹

```
9
C2H3F2IO the ωB97M-V functional and the def2-TZVPD basis
C -0.472 -0.812 0.175
C 0.326 0.366 -0.306
O 0.201 1.320 0.918
F 1.623 0.197 -0.620
F -0.204 0.912 -1.442
I -0.771 -2.352 -1.311
H -0.086 -1.248 1.083
H -1.431 -0.504 0.560
H 0.813 2.120 0.943
```

Löwdin population analysis, charges in e, atoms 1 to 5:
1 C -0.542
2 C -0.623
3 O -0.033
4 F 0.101
5 F 0.061


The following is a quantum chemistry calculation of 2 unconnected molecules or ions with the total composition C2H3F2IO in a non-equilibrium geometry, from OMol25.

* orbital gap (alpha / beta): 0.3293 / 0.3292 Eh
* 2S+1: 1
* LUMO level (alpha / beta): -1.19 / -1.19 eV
* F_max: 4.571 eV Å⁻¹

```
9
C2H3F2IO the ωB97M-V functional and the def2-TZVPD basis
C -0.863 0.329 0.092
C 0.559 -0.103 -0.005
O 0.919 -1.328 -0.346
F 1.378 0.871 0.000
F 0.404 -0.301 2.169
I -1.434 0.878 -2.011
H -1.673 -0.435 0.350
H -1.065 1.352 0.540
H 1.773 -1.263 -0.788
```

Löwdin population analysis, charges in e, atoms 1 to 5:
1 C -0.453
2 C -0.524
3 O 0.183
4 F 0.202
5 F -0.448


The following is a quantum chemistry calculation of C2H3F2N in the gas phase in a non-equilibrium geometry, from OMol25.

* orbital gap: 0.3747 Eh
* 2S+1: 1
* LUMO level: -0.02 eV
* F_max: 3.277 eV Å⁻¹

```
8
C2H3F2N the ωB97M-V functional and the def2-TZVPD basis
C 0.542 -0.822 0.699
C 0.277 -0.189 -0.491
N -0.320 1.070 -0.626
F -0.614 1.762 0.498
F -1.742 0.936 -1.116
H 1.158 -1.718 0.834
H 0.095 -0.552 1.716
H 0.603 -0.487 -1.515
```

Löwdin population analysis, charges in e, atoms 1 to 5:
1 C 0.057
2 C -0.167
3 N -0.075
4 F -0.002
5 F -0.083